1) 80
Properties=species:S:1:pos:R:3:mulliken_charge:R:1 method="wB97M-V/def2-TZVPD" homo_ev=-8.14 mol_weight_g_mol=706.0 gap_ev=8.3
Rb 0.4415 0.2795 0.2727 1.278
C -2.4371 4.5790 -2.7648 -1.417
C -1.5147 4.0294 -1.6665 0.882
C -1.2256 5.1202 -0.6389 -1.760
C -2.1238 2.7747 -1.0673 0.337
C -2.5703 2.6989 0.2458 -0.170
C -3.1851 1.5483 0.7279 -0.931
C -3.3778 0.4418 -0.0866 1.064
C -4.1154 -0.7774 0.3984 -1.454
C -2.8994 0.5018 -1.3942 -0.590
C -2.2811 1.6440 -1.8718 -0.702
H -2.0116 5.4827 -3.2043 0.423
H -3.4115 4.8266 -2.3382 0.356
H -2.5919 3.8514 -3.5615 0.344
H -0.5624 3.7437 -2.1249 0.271
H -2.1518 5.4784 -0.1844 0.365
H -0.7464 5.9682 -1.1287 0.436
H -0.5586 4.7576 0.1445 0.362
H -2.4522 3.5425 0.9121 0.312
H -3.5303 1.5232 1.7554 0.287
H -5.0897 -0.8469 -0.0899 0.399
H -4.2785 -0.7381 1.4751 0.361
H -3.5622 -1.6866 0.1619 0.138
H -3.0330 -0.3518 -2.0501 0.324
H -1.9332 1.6681 -2.8986 0.380
C 4.3958 -1.7961 0.2058 -0.979
N 3.2280 -1.6673 -0.6495 0.988
C 3.4839 -1.0181 -1.9321 -1.178
P 1.8570 -2.5591 -0.5301 -0.745
O 0.6482 -1.9123 -1.0504 -1.051
O 1.8344 -2.8616 1.0670 0.354
P 0.5297 -2.7313 2.0158 0.627
O -0.0464 -1.3895 2.1272 -1.070
N -0.5538 -3.8123 1.3796 0.739
C -0.2266 -5.1751 0.9978 -1.036
C -1.9742 -3.5843 1.5978 -1.273
N 1.2250 -3.2500 3.4373 0.634
C 0.5423 -2.8990 4.6764 -1.188
C 1.9049 -4.5371 3.4799 -0.862
N 2.0276 -4.0980 -1.1518 0.742
C 3.2170 -4.8703 -0.8395 -1.000
C 1.3841 -4.4446 -2.4101 -1.068
H 4.8205 -0.8054 0.3563 0.468
H 5.1578 -2.4395 -0.2508 0.207
H 4.1189 -2.1949 1.1794 0.136
H 3.7547 0.0232 -1.7517 0.351
H 2.5845 -1.0441 -2.5469 0.320
H 4.2959 -1.5212 -2.4693 0.313
H 0.8486 -5.3113 0.9398 0.236
H -0.6490 -5.3907 0.0119 0.289
H -0.6406 -5.8966 1.7114 0.292
H -2.1355 -2.5554 1.9109 0.305
H -2.3749 -4.2598 2.3623 0.261
H -2.5231 -3.7619 0.6691 0.410
H 0.0442 -1.9391 4.5536 0.337
H 1.2780 -2.8196 5.4791 0.352
H -0.2007 -3.6510 4.9722 0.301
H 2.5261 -4.6573 2.5940 0.060
H 1.2060 -5.3807 3.5454 0.231
H 2.5537 -4.5628 4.3564 0.436
H 3.6623 -4.5171 0.0906 0.236
H 3.9673 -4.8000 -1.6351 0.277
H 2.9512 -5.9247 -0.7191 0.355
H 0.5748 -3.7438 -2.6010 0.285
H 0.9726 -5.4568 -2.3494 0.288
H 2.0892 -4.4133 -3.2486 0.298
Br 6.0180 -1.2984 5.4327 -0.237
C 4.9653 -0.3511 4.1521 -0.029
C 5.5994 0.3120 3.1152 -0.338
C 4.8245 0.9572 2.1618 -0.724
C 3.4398 0.9716 2.2650 0.901
C 2.8304 0.3376 3.3420 -0.224
C 3.5874 -0.3478 4.2809 -0.424
C 2.5557 1.5871 1.1821 -0.262
O 2.9248 1.4140 -0.0016 -0.697
O 1.4900 2.1124 1.5617 -0.813
H 6.6792 0.3123 3.0516 0.433
H 5.2937 1.4499 1.3188 0.412
H 1.7521 0.3770 3.4298 0.591
H 3.1176 -0.8684 5.1050 0.439

---

2) 80
Properties=species:S:1:pos:R:3:mulliken_charge:R:1 method="wB97M-V/def2-TZVPD" homo_ev=-7.76 mol_weight_g_mol=706.0 gap_ev=7.8
Rb -0.4012 -0.9322 -1.7525 0.783
C 5.7920 -1.7711 0.4207 -1.637
C 4.6401 -1.3042 -0.4661 0.227
C 4.0854 0.0289 0.0312 -1.196
C 3.5536 -2.3530 -0.5904 0.910
C 2.8943 -2.8524 0.5292 -0.046
C 1.9477 -3.8639 0.4146 -0.998
C 1.6212 -4.4203 -0.8204 1.134
C 0.6256 -5.5433 -0.9332 -1.583
C 2.2604 -3.9002 -1.9435 -0.762
C 3.2076 -2.8891 -1.8289 -0.702
H 6.5979 -1.0329 0.4242 0.463
H 6.2044 -2.7239 0.0846 0.385
H 5.4631 -1.9008 1.4562 0.287
H 5.0382 -1.1542 -1.4745 0.410
H 3.2548 0.3830 -0.5783 0.000
H 4.8674 0.7943 0.0463 0.527
H 3.7082 -0.0746 1.0556 0.199
H 3.1394 -2.4685 1.5149 0.296
H 1.4618 -4.2487 1.3059 0.356
H 1.0063 -6.3332 -1.5846 0.485
H -0.3165 -5.1705 -1.3399 0.174
H 0.4292 -5.9835 0.0461 0.338
H 2.0319 -4.3135 -2.9201 0.399
H 3.7205 -2.5336 -2.7172 0.314
C -0.4186 2.2197 -3.5835 -0.902
N 0.0616 3.1383 -2.5408 0.242
C -0.5410 4.4654 -2.6055 -0.922
P 0.3673 2.5139 -1.0543 -0.334
O 0.9727 1.1677 -1.1933 -0.601
O -1.0457 2.5530 -0.2879 0.704
P -2.0142 1.4405 0.4226 -0.575
O -1.9832 0.1630 -0.3156 -0.211
N -1.4664 1.3366 1.9576 0.442
C -1.8320 2.3102 2.9777 -0.882
C -0.1409 0.7485 2.1648 -0.900
N -3.4627 2.1594 0.4100 0.543
C -3.6618 3.5935 0.5248 -0.982
C -4.6195 1.4056 -0.0966 -0.889
N 1.2408 3.5764 -0.1873 0.617
C 0.7220 4.5934 0.7121 -0.870
C 2.6922 3.5864 -0.3507 -1.112
H -0.3148 2.7041 -4.5538 0.413
H -1.4709 1.9476 -3.4445 0.304
H 0.1963 1.3223 -3.5919 0.139
H -0.3976 4.8807 -3.6030 0.386
H -0.0658 5.1429 -1.8963 0.251
H -1.6175 4.4353 -2.3950 0.226
H -2.8838 2.5764 2.9079 0.300
H -1.2247 3.2245 2.9192 0.215
H -1.6699 1.8643 3.9597 0.362
H 0.0478 -0.0469 1.4479 0.112
H -0.1058 0.3093 3.1622 0.474
H 0.6578 1.4953 2.0782 0.231
H -2.7674 4.0947 0.8897 0.181
H -4.4714 3.8140 1.2242 0.390
H -3.9219 4.0226 -0.4475 0.311
H -4.3594 0.3652 -0.2790 0.182
H -4.9541 1.8470 -1.0390 0.303
H -5.4404 1.4486 0.6211 0.285
H -0.3630 4.5741 0.7438 0.065
H 1.0354 5.5899 0.3869 0.373
H 1.0965 4.4405 1.7284 0.316
H 3.0150 2.8162 -1.0469 0.333
H 3.1808 3.3943 0.6074 0.347
H 3.0296 4.5572 -0.7237 0.306
Br -3.1901 -3.8580 4.7276 -0.227
C -2.9433 -3.5589 2.8733 -0.115
C -4.0142 -3.7357 2.0112 -0.432
C -3.8361 -3.4927 0.6541 -0.464
C -2.5976 -3.1126 0.1588 0.597
C -1.5358 -2.9560 1.0424 0.467
C -1.7000 -3.1624 2.4050 -0.628
C -2.4189 -2.7886 -1.3105 -0.384
O -3.3006 -2.0892 -1.8415 -0.708
O -1.3196 -3.1600 -1.8209 -0.735
H -4.9750 -4.0467 2.3990 0.428
H -4.6666 -3.5770 -0.0363 0.473
H -0.5626 -2.6670 0.6578 0.263
H -0.8739 -3.0254 3.0905 0.527

---

1) ends up most stable, edging out the next structure by 9.4 kcal/mol.

---

1) 9
Properties=species:S:1:pos:R:3:mulliken_charge:R:1 method="wB97M-V/def2-TZVPD" homo_ev=-3.78 charge=-1 mol_weight_g_mol=74.1 gap_ev=8.4
O 1.4183 -1.0163 -0.2416 -0.750
C 0.6094 -0.0493 -0.1682 0.563
O 0.9004 1.1199 -0.5029 -0.739
C -0.6732 -0.4107 0.5335 -0.375
N -1.9661 0.3600 0.3264 -0.742
H -0.5690 -0.2733 1.6171 0.166
H -0.8082 -1.4920 0.4604 0.321
H -1.6171 1.2432 -0.0685 0.291
H -2.2537 -0.0274 -0.5829 0.265

---

2) 9
Properties=species:S:1:pos:R:3:mulliken_charge:R:1 method="wB97M-V/def2-TZVPD" homo_ev=-1.72 charge=-1 mol_weight_g_mol=74.1 gap_ev=6.1
C 0.1980 -0.9658 0.1879 -0.096
C -0.4302 0.2301 -0.4974 -0.588
N 1.0216 0.1708 0.5177 -0.262
O 2.1070 0.2770 -0.2057 -0.703
O -1.5841 0.8535 0.1871 -0.513
H -0.4602 -1.3694 0.8848 0.209
H 0.7210 -1.7650 -0.4121 0.332
H -0.2274 0.8285 -1.4138 0.354
H -1.3456 1.7404 0.7515 0.267

---

3) 9
Properties=species:S:1:pos:R:3:mulliken_charge:R:1 method="wB97M-V/def2-TZVPD" homo_ev=-4.17 charge=-1 mol_weight_g_mol=74.1 gap_ev=8.4
C -2.0735 -0.3480 0.2938 0.064
C 2.0231 0.2473 -0.1477 -0.313
N 1.0844 0.9225 -0.6067 -0.646
O -1.2572 -0.5516 -0.6157 -0.690
O -2.9735 0.4724 0.4063 -0.589
H -1.9578 -1.0958 1.2027 0.224
H 1.9736 -0.7914 0.2058 0.241
H 3.0088 0.7119 -0.0812 0.249
H 0.1721 0.4327 -0.6574 0.461

---

1) ends up most stable, edging out the next structure by 11.6 kcal/mol.